[1]
This record from OMol25 describes a structure of composition C22H19F5NO2OsS2Si. The level of theory is ωB97M-V/def2-TZVPD.

2S+1: 5
<S²>: 6.04
Relative energy (zero: lowest compared OMol25 entry of this formula, charge and spin): 0.0 kcal/mol
HOMO level (alpha / beta): -0.4103 / -0.4272 hartree
Frontier orbital gap (alpha / beta): 6.98 / 5.06 eV
DFT total energy: -2730.5182 Eh
Charge: +1

Geometry as XYZ:
```
53
C22H19F5NO2OsS2Si ωB97M-V/def2-TZVPD
Os 0.14 0.56 -0.89
F -1.79 -2.67 4.83
C -1.65 -2.33 3.55
C -1.04 -1.14 3.22
F -0.60 -0.32 4.17
C -0.90 -0.80 1.89
F -0.26 0.37 1.62
C -1.32 -1.62 0.86
S -1.17 -1.26 -0.86
C -1.92 -2.82 1.23
F -2.35 -3.65 0.28
C -2.09 -3.18 2.55
F -2.66 -4.33 2.86
O -3.03 1.45 0.68
S -2.48 2.30 -0.35
N -1.19 1.88 -1.02
C 4.46 1.62 -0.60
C 4.48 0.52 0.44
C 5.83 -0.09 0.71
C 3.68 0.81 1.68
Si 3.30 -1.04 -0.51
O 1.85 -0.39 -0.55
C 3.96 -1.41 -2.20
C 5.21 -1.12 -2.74
C 5.53 -1.54 -4.02
C 4.62 -2.27 -4.77
C 3.37 -2.57 -4.24
C 3.04 -2.14 -2.97
C 3.46 -2.40 0.70
C 2.52 -2.56 1.72
C 2.57 -3.65 2.56
C 3.58 -4.60 2.39
C 4.53 -4.45 1.39
C 4.48 -3.35 0.54
H 5.03 2.46 -0.17
H 3.45 1.98 -0.80
H 4.93 1.34 -1.54
H 6.46 0.70 1.14
H 6.34 -0.45 -0.19
H 5.78 -0.91 1.43
H 4.20 1.64 2.20
H 3.65 -0.04 2.37
H 2.67 1.14 1.47
H 5.94 -0.55 -2.19
H 6.50 -1.30 -4.44
H 4.87 -2.60 -5.77
H 2.65 -3.13 -4.82
H 2.06 -2.38 -2.56
H 1.73 -1.82 1.84
H 1.83 -3.78 3.34
H 3.63 -5.46 3.05
H 5.31 -5.19 1.26
H 5.21 -3.25 -0.25
```

Atom charges from the natural (NBO) analysis, given in e for atoms 1 to 8: number 1, Os, carries 1.2115; number 2, F, carries -0.2668; number 3, C, carries 0.2815; number 4, C, carries 0.3132; number 5, F, carries -0.2810; number 6, C, carries 0.2967; number 7, F, carries -0.3213; number 8, C, carries -0.3088

---

[2]
This record from OMol25 describes a cluster of 2 separate species, C4H13NO in total at a distorted geometry. The level of theory is ωB97M-V/def2-TZVPD.

SMILES: CCN(C)C.O
Relative energy (zero: lowest compared OMol25 entry of this formula, charge and spin): 25.5 kcal/mol
HOMO level: -0.3248 hartree
Frontier orbital gap: 9.69 eV
DFT total energy: -290.1564 Eh

Geometry as XYZ:
```
19
C4H13NO ωB97M-V/def2-TZVPD
C -0.56 0.81 0.64
C 0.41 0.10 -0.32
N 0.27 -1.36 -0.58
C -0.84 -1.44 -1.50
C 1.40 -1.84 -1.26
H -0.02 1.74 0.89
H -0.73 0.23 1.57
H -1.54 1.08 0.21
H 0.41 0.74 -1.22
H 1.38 0.23 0.20
H -1.68 -0.83 -1.12
H -1.19 -2.47 -1.66
H -0.51 -1.02 -2.47
H 1.61 -1.28 -2.19
H 1.29 -2.91 -1.50
H 2.26 -1.72 -0.58
O -0.65 2.92 3.68
H -1.36 3.47 3.30
H 0.07 3.56 3.90
```

Atom charges from the natural (NBO) analysis, given in e for atoms 1 to 8: number 1, C, carries -0.6158; number 2, C, carries -0.2310; number 3, N, carries -0.4273; number 4, C, carries -0.4209; number 5, C, carries -0.4088; number 6, H, carries 0.2177; number 7, H, carries 0.2193; number 8, H, carries 0.1955

---

[3]
This record from OMol25 describes a structure of composition C45H35AlBr2N5O3S at a distorted geometry. The level of theory is ωB97M-V/def2-TZVPD.

Relative energy (zero: lowest compared OMol25 entry of this formula, charge and spin): 38.2 kcal/mol
HOMO level: -0.5835 hartree
Frontier orbital gap: 6.90 eV
DFT total energy: -8023.3046 Eh
Charge: +3

Geometry as XYZ:
```
92
C45H35AlBr2N5O3S ωB97M-V/def2-TZVPD
Al 0.16 0.65 -0.75
C -3.35 3.65 -0.85
O -2.61 3.56 -2.10
C -1.80 2.55 -1.97
N -1.77 1.88 -0.88
C -2.73 2.53 0.03
C -3.78 1.63 0.65
C -4.76 2.23 1.43
C -5.74 1.47 2.04
C -5.73 0.08 1.89
C -4.75 -0.52 1.12
C -3.78 0.25 0.49
C -0.94 2.09 -3.07
C -0.97 2.50 -4.40
C -0.22 1.78 -5.32
C 0.43 0.61 -4.93
C 0.38 0.27 -3.59
N -0.21 1.05 -2.68
C 0.65 -1.03 -2.96
N 0.35 -1.18 -1.71
C 0.48 -2.61 -1.39
C 0.97 -3.22 -2.74
O 1.02 -2.08 -3.64
C -0.82 -3.18 -0.88
C -0.78 -4.30 -0.04
C -1.96 -4.87 0.40
C -3.19 -4.33 0.02
C -3.22 -3.21 -0.80
C -2.04 -2.64 -1.25
H -4.40 3.47 -1.06
H -3.24 4.66 -0.46
H -2.16 2.97 0.86
H -4.76 3.31 1.55
H -6.50 1.95 2.64
H -6.50 -0.51 2.37
H -4.75 -1.60 1.00
H -3.04 -0.22 -0.14
H -1.59 3.34 -4.70
H -0.21 2.08 -6.36
H 0.93 -0.02 -5.64
H 1.26 -2.74 -0.63
H 0.29 -3.95 -3.15
H 1.97 -3.64 -2.68
H 0.17 -4.73 0.24
H -1.93 -5.76 1.02
H -4.11 -4.79 0.35
H -4.17 -2.81 -1.12
H -2.08 -1.78 -1.90
Br 1.46 6.71 1.70
C 1.17 5.02 0.93
C 1.47 4.79 -0.40
C 1.23 3.53 -0.91
N 0.69 2.54 -0.19
C 0.43 2.75 1.11
C 0.66 3.98 1.70
C -0.12 1.58 1.85
C -0.35 1.60 3.21
C -0.89 0.47 3.83
Br -1.20 0.46 5.67
C -1.18 -0.65 3.06
C -0.92 -0.60 1.71
N -0.40 0.49 1.11
H 1.88 5.57 -1.03
H 1.47 3.30 -1.94
H 0.43 4.16 2.74
H -0.14 2.47 3.81
H -1.61 -1.53 3.51
H -1.13 -1.44 1.06
O 1.89 0.29 -0.36
S 3.32 0.35 0.27
C 4.14 -1.02 -0.54
C 4.00 -1.11 -1.92
C 4.74 -2.06 -2.61
C 5.64 -2.87 -1.93
C 5.77 -2.76 -0.55
C 5.02 -1.83 0.15
C 3.10 -0.25 1.93
C 2.35 -1.38 2.23
C 2.20 -1.77 3.55
C 2.81 -1.02 4.56
C 3.55 0.11 4.26
C 3.69 0.51 2.94
H 3.33 -0.44 -2.45
H 4.63 -2.15 -3.68
H 6.25 -3.57 -2.47
H 6.46 -3.41 -0.02
H 5.13 -1.75 1.23
H 1.90 -1.97 1.44
H 1.63 -2.65 3.80
H 2.71 -1.35 5.59
H 4.01 0.68 5.05
H 4.28 1.38 2.69
```

Atom charges from the Mulliken analysis, given in e for atoms 1 to 8: number 1, Al, carries -1.1339; number 2, C, carries -0.5034; number 3, O, carries -0.4933; number 4, C, carries 0.3994; number 5, N, carries 0.8040; number 6, C, carries 0.4654; number 7, C, carries -0.6642; number 8, C, carries -0.6306

---

[4]
This record from OMol25 describes a cluster of 3 separate species, C2H10N2O3 in total at a distorted geometry. The level of theory is ωB97M-V/def2-TZVPD.

SMILES: CNC(N)=O.O.O
Relative energy (zero: lowest compared OMol25 entry of this formula, charge and spin): 33.9 kcal/mol
HOMO level: -0.3662 hartree
Frontier orbital gap: 10.58 eV
DFT total energy: -417.4195 Eh

Geometry as XYZ:
```
17
C2H10N2O3 ωB97M-V/def2-TZVPD
C -0.70 1.77 -0.75
N 0.10 1.16 -1.88
C 1.16 0.43 -1.36
N 2.29 0.49 -2.12
O 1.18 -0.21 -0.36
H -0.87 2.80 -0.87
H -1.62 1.34 -0.61
H -0.06 1.71 0.11
H -0.40 0.74 -2.61
H 2.33 0.98 -3.06
H 3.04 -0.23 -2.17
O -0.50 -1.36 1.47
H -0.76 -1.16 0.54
H 0.40 -1.09 1.54
O -1.90 -2.81 3.91
H -1.26 -2.05 3.67
H -2.42 -2.49 4.57
```

Atom charges from the natural (NBO) analysis, given in e for atoms 1 to 8: number 1, C, carries -0.4085; number 2, N, carries -0.6838; number 3, C, carries 0.7833; number 4, N, carries -0.8343; number 5, O, carries -0.6468; number 6, H, carries 0.1927; number 7, H, carries 0.1895; number 8, H, carries 0.2202

---

[5]
This record from OMol25 describes a cluster of 2 separate species, C5H13N2O in total at a distorted geometry. The level of theory is ωB97M-V/def2-TZVPD.

2S+1: 2
<S²>: 0.77
Relative energy (zero: lowest compared OMol25 entry of this formula, charge and spin): 27.7 kcal/mol
HOMO level (alpha / beta): -0.3182 / -0.3211 hartree
Frontier orbital gap (alpha / beta): 9.67 / 7.29 eV
DFT total energy: -382.9677 Eh

Geometry as XYZ:
```
21
C5H13N2O ωB97M-V/def2-TZVPD
O -1.07 0.25 0.28
C -0.63 -0.61 -0.49
C 0.55 -1.37 -0.51
C 1.78 -1.19 0.38
C 2.86 -0.18 -0.16
C 2.26 1.16 -0.53
N 1.65 1.86 0.55
N -6.16 -0.25 0.43
H -1.37 -1.07 -1.18
H 0.54 -2.20 -1.21
H 1.40 -0.72 1.27
H 2.18 -2.22 0.36
H 3.44 -0.63 -0.96
H 3.72 -0.11 0.53
H 2.92 1.83 -1.14
H 1.50 0.98 -1.31
H 0.66 1.76 0.68
H 2.08 2.70 0.88
H -5.74 0.67 0.37
H -7.02 -0.27 0.95
H -6.38 -0.39 -0.56
```

Atom charges from the natural (NBO) analysis, given in e for atoms 1 to 8: number 1, O, carries -0.5154; number 2, C, carries 0.2447; number 3, C, carries -0.0576; number 4, C, carries -0.4934; number 5, C, carries -0.3954; number 6, C, carries -0.2298; number 7, N, carries -0.8908; number 8, N, carries -1.0680

---

[6]
This record from OMol25 describes a structure of composition CHO3S at a distorted geometry. The level of theory is ωB97M-V/def2-TZVPD.

Relative energy (zero: lowest compared OMol25 entry of this formula, charge and spin): 22.9 kcal/mol
HOMO level: -0.1054 hartree
Frontier orbital gap: 6.85 eV
DFT total energy: -662.6395 Eh
Charge: -1

Geometry as XYZ:
```
6
CHO3S ωB97M-V/def2-TZVPD
C 2.11 0.28 -0.18
O 2.50 -0.16 0.85
O 2.33 0.37 -1.29
O -1.20 1.42 -0.74
S 0.11 1.55 0.16
H -0.05 0.52 1.06
```

Electronic structure analysis, natural (NBO) charges in units of e: number 1, C, carries 0.8920; number 2, O, carries -0.6619; number 3, O, carries -0.6135; number 4, O, carries -1.0502; number 5, S, carries 0.4082; number 6, H, carries 0.0254